Here is 2 unconnected molecules or ions with the total composition C9H10F2NP in a non-equilibrium geometry from OMol25. Energies are from wB97M-V/def2-TZVPD.

```
23
Properties=species:S:1:pos:R:3
C -3.29 1.01 0.13
C -2.60 0.08 -0.60
C -2.64 1.62 1.20
C -1.19 -0.01 -0.46
C -1.29 1.31 1.50
C -0.50 0.64 0.55
C 3.16 1.99 -0.44
C 1.73 1.69 -0.13
C 2.29 -3.01 -0.23
N 1.71 -3.41 0.81
F 3.92 1.39 0.56
F 0.89 2.55 -0.83
P 1.25 0.37 0.72
H -4.28 1.04 -0.13
H -3.23 -0.46 -1.34
H -3.34 2.26 1.76
H -0.50 -0.70 -1.00
H -0.78 1.63 2.41
H 3.51 3.11 -0.45
H 3.59 1.59 -1.33
H 1.81 -3.24 -1.20
H 3.23 -2.59 -0.25
H 0.81 -3.86 0.79
```

Its energy above the lowest of the compared OMol25 structures with the same formula, charge and spin is 0.029 eV. As for the SMILES: FC/C(F)=P/c1ccccc1.C=N. The max |F| is 0.07995 Eh/bohr.